Entry 1:
{"formula": "C27H25MnN5O6", "method": "ωB97M-V/def2-TZVPD", "elements": ["Mn", "N", "C", "C", "C", "C", "C", "N", "C", "C", "C", "C", "C", "N", "H", "H", "H", "H", "H", "H", "H", "H", "H", "O", "C", "C", "O", "C", "C", "O", "C", "O", "O", "O", "C", "C", "C", "C", "C", "C", "N", "H", "H", "H", "H", "H", "H", "H", "H", "H", "H", "H", "N", "C", "C", "C", "C", "C", "C", "H", "H", "H", "H", "H"], "xyz": [[0.521, -0.038, 0.202], [0.118, -0.258, 3.328], [0.487, -1.485, 2.781], [0.722, -2.553, 3.643], [1.075, -3.772, 3.117], [1.175, -3.913, 1.732], [0.942, -2.818, 0.947], [0.620, -1.607, 1.462], [-0.711, 0.710, 2.779], [-1.484, 1.499, 3.631], [-2.303, 2.464, 3.094], [-2.349, 2.630, 1.707], [-1.556, 1.827, 0.935], [-0.738, 0.886, 1.462], [0.101, -0.266, 4.335], [0.605, -2.415, 4.710], [1.256, -4.614, 3.772], [1.438, -4.856, 1.274], [1.027, -2.866, -0.129], [-1.443, 1.330, 4.699], [-2.912, 3.079, 3.743], [-2.982, 3.371, 1.242], [-1.524, 1.927, -0.137], [2.106, 0.828, -5.638], [1.823, 0.676, -4.496], [2.159, -0.567, -3.620], [2.764, -1.543, -3.944], [1.576, -0.268, -2.268], [0.932, 1.014, -2.260], [0.367, 1.426, -1.216], [1.017, 1.665, -3.609], [0.549, 2.715, -3.935], [1.583, -0.971, -1.224], [-1.028, -0.926, -0.642], [-2.236, -1.152, -0.848], [-2.699, -2.526, -1.208], [-3.194, -2.438, -2.682], [-2.529, -1.339, -3.546], [-3.136, 0.076, -3.428], [-2.843, 0.792, -2.112], [-3.131, -0.153, -0.996], [-3.503, -2.854, -0.546], [-1.864, -3.215, -1.101], [-4.275, -2.287, -2.695], [-3.022, -3.410, -3.142], [-2.630, -1.645, -4.586], [-1.449, -1.308, -3.354], [-4.220, 0.000, -3.558], [-2.778, 0.699, -4.249], [-3.451, 1.686, -1.988], [-1.798, 1.086, -2.036], [-4.071, -0.519, -1.093], [1.879, 0.734, 0.864], [2.867, 1.439, 1.333], [4.141, 0.820, 1.533], [5.170, 1.578, 2.013], [4.966, 2.937, 2.302], [3.719, 3.554, 2.107], [2.669, 2.828, 1.623], [4.263, -0.227, 1.293], [6.143, 1.131, 2.167], [5.792, 3.525, 2.679], [3.592, 4.604, 2.332], [1.698, 3.272, 1.445]], "nbo_charge": [0.886, -0.580, 0.401, -0.265, -0.095, -0.255, 0.079, -0.455, 0.411, -0.267, -0.099, -0.249, 0.078, -0.461, 0.419, 0.239, 0.251, 0.255, 0.245, 0.240, 0.251, 0.252, 0.237, -0.242, 0.388, 0.408, -0.362, 0.286, 0.283, -0.639, 0.403, -0.384, -0.614, -0.635, 0.795, -0.514, -0.396, -0.424, -0.422, -0.226, -0.612, 0.255, 0.240, 0.213, 0.246, 0.248, 0.195, 0.215, 0.239, 0.228, 0.212, 0.395, -0.016, 0.086, -0.082, -0.226, -0.003, -0.237, -0.083, 0.252, 0.258, 0.252, 0.258, 0.248], "homo_ev": [-13.554, -13.527], "s_squared": 0.769, "total_charge": 2, "homo_lumo_gap_ev": [5.156, 4.805], "spin_multiplicity": 2, "de_lowest_ev": 0.000}

***

Entry 2:
{"formula": "C27H25N2O3PRe", "method": "ωB97M-V/def2-TZVPD", "elements": ["Re", "N", "C", "C", "O", "N", "C", "C", "O", "O", "H", "H", "H", "H", "H", "H", "C", "C", "C", "C", "C", "C", "P", "C", "C", "C", "C", "C", "C", "C", "C", "C", "C", "C", "C", "C", "C", "C", "C", "H", "H", "H", "H", "H", "H", "H", "H", "H", "H", "H", "H", "H", "H", "H", "H", "C", "H", "H", "H"], "xyz": [[-1.729, 0.315, -0.362], [-1.554, 1.845, 1.164], [-1.852, 1.295, 2.515], [-3.138, 0.475, 2.350], [-4.006, 0.466, 3.207], [-3.138, -0.118, 1.137], [-4.401, -0.555, 0.581], [-4.611, 0.186, -0.737], [-5.666, 0.289, -1.298], [-3.471, 0.697, -1.256], [-2.298, 2.501, 0.921], [-0.681, 2.367, 1.168], [-1.018, 0.654, 2.794], [-1.976, 2.078, 3.260], [-4.381, -1.627, 0.358], [-5.235, -0.370, 1.256], [2.998, 3.179, 2.282], [2.262, 3.424, 1.130], [1.525, 2.404, 0.550], [1.509, 1.125, 1.115], [2.271, 0.883, 2.253], [3.005, 1.909, 2.836], [0.552, -0.149, 0.210], [0.942, -1.721, 1.050], [1.441, -2.819, 0.354], [1.581, -4.050, 0.983], [1.226, -4.198, 2.314], [0.722, -3.112, 3.017], [0.573, -1.889, 2.386], [1.407, -0.155, -1.387], [2.733, -0.465, -1.561], [3.323, -0.331, -2.830], [2.579, 0.129, -3.884], [1.219, 0.476, -3.724], [0.440, 0.981, -4.798], [-0.863, 1.315, -4.593], [-1.465, 1.155, -3.319], [-0.770, 0.680, -2.225], [0.613, 0.334, -2.454], [3.572, 3.974, 2.738], [2.272, 4.406, 0.675], [0.986, 2.586, -0.377], [2.304, -0.107, 2.687], [3.589, 1.708, 3.725], [1.712, -2.723, -0.688], [1.960, -4.895, 0.424], [1.330, -5.159, 2.800], [0.431, -3.221, 4.053], [0.157, -1.061, 2.947], [3.332, -0.806, -0.724], [4.367, -0.582, -2.966], [3.033, 0.245, -4.861], [0.900, 1.093, -5.773], [-1.458, 1.698, -5.414], [-2.513, 1.404, -3.213], [-1.640, -1.763, -0.649], [-1.756, -2.295, 0.295], [-0.744, -2.132, -1.153], [-2.503, -1.972, -1.290]], "nbo_charge": [1.107, -0.747, -0.293, 0.640, -0.629, -0.665, -0.362, 0.786, -0.569, -0.755, 0.401, 0.414, 0.210, 0.219, 0.219, 0.248, -0.198, -0.221, -0.174, -0.375, -0.201, -0.199, 1.126, -0.397, -0.188, -0.204, -0.198, -0.213, -0.142, -0.404, -0.132, -0.247, -0.146, -0.103, -0.193, -0.193, -0.215, -0.343, 0.043, 0.221, 0.222, 0.221, 0.229, 0.221, 0.228, 0.220, 0.219, 0.219, 0.198, 0.209, 0.217, 0.212, 0.209, 0.213, 0.234, -0.863, 0.233, 0.205, 0.227], "homo_ev": [-7.635, -7.535], "s_squared": 0.757, "total_charge": 0, "homo_lumo_gap_ev": [6.910, 6.811], "spin_multiplicity": 2, "de_lowest_ev": 0.372}

***

Entry 3:
{"formula": "C27H25N2O3PRe", "method": "ωB97M-V/def2-TZVPD", "elements": ["Re", "N", "C", "C", "O", "N", "C", "C", "O", "O", "H", "H", "H", "H", "H", "H", "C", "C", "C", "C", "C", "C", "P", "C", "C", "C", "C", "C", "C", "C", "C", "C", "C", "C", "C", "C", "C", "C", "C", "H", "H", "H", "H", "H", "H", "H", "H", "H", "H", "H", "H", "H", "H", "H", "H", "C", "H", "H", "H"], "xyz": [[0.236, 0.219, -0.144], [-1.197, -1.503, -0.503], [-1.683, -1.369, -1.887], [-1.874, 0.110, -2.207], [-2.658, 0.487, -3.049], [-1.082, 0.923, -1.432], [-1.406, 2.339, -1.358], [-1.177, 2.802, 0.084], [-1.492, 3.910, 0.452], [-0.650, 1.878, 0.851], [-0.715, -2.381, -0.357], [-1.969, -1.467, 0.155], [-2.625, -1.886, -2.065], [-0.930, -1.778, -2.560], [-2.440, 2.524, -1.649], [-0.767, 2.930, -2.016], [2.569, -3.986, 3.779], [2.383, -3.810, 2.419], [1.811, -2.636, 1.943], [1.421, -1.636, 2.825], [1.607, -1.824, 4.197], [2.179, -2.991, 4.670], [0.683, -0.094, 2.194], [-0.754, 0.133, 3.282], [-1.168, 1.397, 3.691], [-2.316, 1.532, 4.457], [-3.062, 0.416, 4.806], [-2.661, -0.846, 4.388], [-1.510, -0.987, 3.629], [1.869, 1.224, 2.539], [2.252, 1.637, 3.789], [3.243, 2.627, 3.931], [3.835, 3.163, 2.820], [3.457, 2.755, 1.521], [4.059, 3.301, 0.360], [3.663, 2.890, -0.878], [2.637, 1.926, -1.017], [1.996, 1.375, 0.067], [2.441, 1.780, 1.370], [3.016, -4.899, 4.152], [2.685, -4.583, 1.725], [1.672, -2.487, 0.880], [1.284, -1.063, 4.896], [2.319, -3.130, 5.734], [-0.611, 2.271, 3.385], [-2.635, 2.517, 4.770], [-3.959, 0.529, 5.400], [-3.241, -1.720, 4.658], [-1.190, -1.976, 3.321], [1.794, 1.215, 4.675], [3.534, 2.955, 4.920], [4.606, 3.918, 2.921], [4.835, 4.049, 0.475], [4.125, 3.308, -1.763], [2.339, 1.636, -2.019], [1.536, -1.079, -1.230], [1.168, -2.099, -1.403], [2.546, -1.160, -0.825], [1.650, -0.604, -2.217]], "nbo_charge": [1.071, -0.768, -0.325, 0.667, -0.585, -0.620, -0.359, 0.794, -0.614, -0.755, 0.404, 0.400, 0.221, 0.231, 0.240, 0.226, -0.191, -0.229, -0.132, -0.377, -0.178, -0.209, 1.127, -0.383, -0.170, -0.194, -0.196, -0.237, -0.148, -0.366, -0.176, -0.225, -0.146, -0.100, -0.170, -0.212, -0.211, -0.250, 0.048, 0.218, 0.218, 0.214, 0.219, 0.219, 0.250, 0.222, 0.217, 0.215, 0.207, 0.212, 0.217, 0.212, 0.210, 0.214, 0.206, -1.013, 0.182, 0.233, 0.222], "homo_ev": [-7.989, -7.898], "s_squared": 0.755, "total_charge": 0, "homo_lumo_gap_ev": [7.387, 7.567], "spin_multiplicity": 2, "de_lowest_ev": 0.000}

***

Entry 4:
{"formula": "C27H26BF3N2", "method": "ωB97M-V/def2-TZVPD", "elements": ["C", "N", "C", "C", "C", "C", "C", "C", "C", "B", "F", "F", "F", "C", "H", "H", "H", "H", "H", "H", "H", "H", "C", "C", "N", "C", "C", "C", "C", "C", "C", "C", "C", "C", "C", "C", "C", "C", "C", "C", "C", "H", "H", "H", "H", "H", "H", "H", "H", "H", "H", "H", "H", "H", "H", "H", "H", "H", "H"], "xyz": [[-0.697, 5.159, -1.998], [-0.969, 4.068, -1.083], [-0.006, 3.262, -0.522], [-0.632, 2.333, 0.308], [-2.035, 2.585, 0.264], [-2.229, 3.687, -0.633], [-3.496, 4.179, -0.918], [-4.607, 3.558, -0.296], [-4.414, 2.484, 0.578], [-5.766, 1.753, 1.306], [-5.283, 0.715, 2.109], [-6.344, 2.793, 2.027], [-6.512, 1.309, 0.218], [-3.144, 1.991, 0.877], [-1.643, 5.621, -2.289], [-0.054, 5.918, -1.531], [-0.180, 4.797, -2.898], [1.048, 3.417, -0.735], [-0.166, 1.563, 0.908], [-3.624, 5.016, -1.602], [-5.600, 3.940, -0.518], [-2.949, 1.170, 1.561], [2.107, 0.348, -2.852], [2.657, -0.471, -1.762], [3.987, -0.637, -1.570], [5.015, -0.024, -2.397], [4.229, -1.444, -0.449], [2.970, -1.782, 0.105], [2.937, -2.456, 1.318], [4.141, -2.860, 1.914], [5.381, -2.535, 1.336], [5.437, -1.792, 0.142], [1.945, -1.175, -0.743], [0.563, -1.160, -0.588], [-0.236, -2.026, 0.228], [0.107, -3.366, 0.565], [-0.698, -4.117, 1.416], [-1.890, -3.590, 1.925], [-2.741, -4.407, 2.843], [-2.282, -2.296, 1.546], [-1.485, -1.540, 0.705], [1.018, 0.298, -2.774], [2.394, 1.411, -2.777], [2.387, -0.022, -3.853], [5.987, -0.319, -1.998], [4.938, -0.356, -3.442], [4.941, 1.074, -2.386], [1.978, -2.660, 1.783], [4.107, -3.433, 2.842], [6.300, -2.858, 1.826], [6.375, -1.494, -0.324], [0.022, -0.393, -1.149], [1.026, -3.804, 0.169], [-0.399, -5.127, 1.709], [-3.623, -3.840, 3.147], [-3.078, -5.332, 2.360], [-2.193, -4.704, 3.745], [-3.227, -1.888, 1.915], [-1.798, -0.540, 0.394]], "nbo_charge": [-0.396, -0.377, -0.068, -0.324, -0.127, 0.174, -0.280, -0.188, -0.273, 1.166, -0.568, -0.556, -0.558, -0.213, 0.222, 0.196, 0.187, 0.193, 0.200, 0.191, 0.216, 0.196, -0.688, 0.372, -0.319, -0.417, 0.204, -0.103, -0.174, -0.208, -0.188, -0.256, -0.131, 0.046, -0.106, -0.156, -0.241, 0.078, -0.648, -0.220, -0.116, 0.254, 0.258, 0.252, 0.230, 0.225, 0.227, 0.235, 0.229, 0.229, 0.223, 0.236, 0.222, 0.223, 0.237, 0.234, 0.232, 0.258, 0.250], "homo_ev": -6.604, "total_charge": 0, "homo_lumo_gap_ev": 3.848}